Record 1
ORCA calculation (wB97M-V/def2-TZVPD) on a 11-piece molecular cluster, C18H58O11 overall at a distorted geometry.

DFT total energy (Ha): -1548.16481
Frontier orbital gap (spin up / spin down) (eV): 2.7 / 9.4
Charge: -1
Expectation value of S²: 0.751
Multiplicity: 2

CARTESIAN COORDINATES (ANGSTROEM)
O: 1.67 19.85 15.46
H: 1.57 19.48 14.58
H: 1.80 20.79 15.31
O: 4.99 16.44 10.75
H: 5.83 16.16 10.38
H: 4.83 17.30 10.35
O: 1.76 22.92 11.72
H: 1.62 22.24 11.05
H: 1.11 23.60 11.51
O: 2.39 20.44 9.90
H: 2.01 20.18 9.06
H: 3.09 19.80 10.06
O: 5.89 16.91 13.64
H: 5.71 16.22 14.27
H: 5.65 16.53 12.79
C: -2.43 19.77 10.73
C: -1.87 18.65 9.96
C: -2.97 17.64 9.51
O: -1.31 19.12 8.77
H: -1.83 20.68 10.78
H: -2.90 19.51 11.68
H: -3.28 20.17 10.17
H: -1.15 18.17 10.63
H: -3.65 18.13 8.81
H: -3.60 17.20 10.27
H: -2.41 16.85 9.01
H: -1.98 19.22 8.09
C: 4.10 17.32 6.84
C: 3.21 16.11 6.57
C: 3.17 15.04 7.70
O: 1.89 16.58 6.44
H: 3.87 18.15 6.18
H: 5.15 17.24 6.55
H: 4.13 17.59 7.90
H: 3.55 15.58 5.69
H: 4.08 14.68 8.18
H: 2.59 14.23 7.28
H: 2.58 15.36 8.57
H: 1.68 17.20 7.13
C: 2.74 12.66 10.67
C: 3.73 12.99 11.75
C: 5.18 12.98 11.15
O: 3.51 14.26 12.22
H: 2.82 13.36 9.84
H: 1.73 12.74 11.07
H: 2.66 11.59 10.43
H: 3.62 12.34 12.62
H: 5.38 12.01 10.70
H: 5.96 13.24 11.87
H: 5.23 13.62 10.27
H: 3.76 14.91 11.57
C: 3.60 13.31 17.01
C: 3.32 13.29 15.48
C: 1.83 13.32 15.14
O: 3.92 14.43 14.90
H: 3.02 14.10 17.47
H: 4.68 13.45 17.13
H: 3.27 12.39 17.49
H: 3.82 12.44 15.02
H: 1.33 14.25 15.39
H: 1.37 12.43 15.57
H: 1.60 13.24 14.08
H: 3.73 14.48 13.96
C: 2.48 17.35 13.72
C: 2.19 17.90 12.29
C: 1.28 17.13 11.30
O: 1.75 19.19 12.49
H: 2.80 16.32 13.56
H: 1.56 17.36 14.29
H: 3.19 17.95 14.29
H: 3.16 18.05 11.80
H: 0.41 16.83 11.88
H: 1.90 16.25 11.07
H: 0.84 17.72 10.49
H: 1.51 19.60 11.66
C: -0.55 18.38 18.08
C: 0.39 17.20 18.35
C: -0.33 15.86 18.40
O: 1.30 17.19 17.29
H: -0.05 19.22 17.60
H: -1.08 18.69 18.98
H: -1.27 18.07 17.33
H: 1.09 17.39 19.16
H: 0.28 14.96 18.50
H: -0.82 15.75 17.43
H: -1.08 15.81 19.19
H: 1.64 18.06 17.07

Here are the Löwdin charges for atoms 1 to 8, given in e: -0.049 -0.010 0.040 -0.158 0.018 -0.023 -0.067 -0.014

---

Record 2
ORCA calculation (wB97M-V/def2-TZVPD) on one molecule with the formula C4H5NOS at a distorted geometry.

DFT total energy (Ha): -683.48876
Frontier orbital gap (eV): 9.1
Energy relative to the best compared isomer or geometry (same formula, charge and spin) (kJ/mol): 312.8
SMILES: C=C/C=N\SC=O

CARTESIAN COORDINATES (ANGSTROEM)
C: 2.04 -0.94 0.30
C: 1.42 0.01 0.95
C: 0.80 1.20 0.48
C: -1.43 -0.79 0.18
H: 2.27 -0.82 -0.78
H: 2.41 -1.66 0.97
H: 1.11 -0.11 1.91
H: 1.11 2.15 0.90
H: -1.77 -1.91 -0.18
N: 0.06 1.37 -0.62
O: -1.47 -0.24 1.31
S: -0.67 -0.14 -1.28

Here are the Löwdin charges for atoms 1 to 8, given in e: 0.031 -0.246 -0.231 -0.582 0.090 0.059 0.081 0.115

---

Record 3
ORCA calculation (wB97M-V/def2-TZVPD) on C20H19ClN4O8OsS2Se as an isolated structure.

DFT total energy (Ha): -5342.85489
Frontier orbital gap (spin up / spin down) (eV): 8.0 / 6.1
Energy relative to the best compared isomer or geometry (same formula, charge and spin) (kJ/mol): 25.2
Expectation value of S²: 6.033
Multiplicity: 5

CARTESIAN COORDINATES (ANGSTROEM)
Os: -1.21 1.32 -1.18
C: 2.52 1.17 3.09
C: 1.88 -0.16 2.72
N: 2.14 -0.56 1.33
C: 3.35 -1.35 1.06
C: 4.48 -0.53 0.45
C: 1.35 -0.21 0.32
S: 0.02 0.84 0.74
N: 1.69 -0.68 -0.88
C: 1.10 -0.43 -2.02
O: 0.15 0.42 -2.25
C: 1.58 -1.15 -3.22
C: 2.77 -1.87 -3.17
C: 3.21 -2.55 -4.29
C: 2.45 -2.52 -5.46
C: 1.26 -1.81 -5.50
C: 0.82 -1.12 -4.39
H: 2.27 1.42 4.12
H: 2.15 1.97 2.46
H: 3.61 1.12 3.00
H: 0.80 -0.12 2.87
H: 2.25 -0.97 3.34
H: 3.07 -2.18 0.40
H: 3.65 -1.77 2.02
H: 4.18 -0.11 -0.51
H: 5.35 -1.17 0.29
H: 4.77 0.29 1.11
H: 3.34 -1.89 -2.25
H: 4.14 -3.11 -4.26
H: 2.79 -3.06 -6.33
H: 0.67 -1.80 -6.41
H: -0.11 -0.58 -4.41
Se: -3.84 2.16 -5.12
C: -2.79 2.03 -3.76
N: -2.06 1.95 -2.83
O: -2.20 -1.53 -3.01
Cl: -2.32 -1.69 -1.60
O: -3.36 -2.56 -1.24
O: -1.07 -2.05 -1.01
O: -2.69 -0.32 -1.03
O: -2.26 4.40 4.07
S: -1.73 3.20 3.51
O: -0.50 2.66 4.02
N: -1.58 3.36 1.85
C: -2.34 2.52 1.26
O: -2.37 2.38 -0.05
C: -3.20 1.65 2.11
C: -4.11 0.67 1.74
C: -4.77 -0.01 2.75
C: -4.52 0.28 4.09
C: -3.61 1.26 4.46
C: -2.96 1.92 3.44
H: -4.29 0.44 0.70
H: -5.48 -0.78 2.50
H: -5.05 -0.27 4.86
H: -3.41 1.49 5.50

Here are the Löwdin charges for atoms 1 to 8, given in e: 1.602 -0.066 -0.229 -0.099 -0.182 -0.064 -0.601 0.809

---

Record 4
ORCA calculation (wB97M-V/def2-TZVPD) on a 5-piece molecular cluster, C20H40FO13 overall.

DFT total energy (Ha): -1864.04355
Frontier orbital gap (eV): 3.5
Charge: -1

CARTESIAN COORDINATES (ANGSTROEM)
C: -2.47 3.49 8.27
C: -1.78 3.06 6.97
C: -0.44 2.32 7.15
F: -0.62 1.56 8.39
C: 0.83 3.05 7.13
O: 0.70 4.28 7.97
H: -1.73 3.77 9.01
H: -3.14 4.34 8.11
H: -3.07 2.67 8.69
H: -2.47 2.45 6.37
H: -1.57 3.96 6.38
H: -0.34 1.54 6.38
H: 0.94 3.39 6.08
H: 0.40 5.01 7.41
C: 3.81 -1.51 2.15
C: 3.50 -0.18 2.81
O: 2.13 -0.09 3.24
C: 1.85 -0.74 4.37
O: 2.63 -1.37 5.03
O: 0.56 -0.58 4.63
C: 0.13 -1.08 5.91
H: 3.12 -1.70 1.33
H: 4.82 -1.50 1.76
H: 3.73 -2.32 2.87
H: 3.61 0.63 2.09
H: 4.16 0.01 3.66
H: 0.71 -0.61 6.70
H: 0.24 -2.16 5.95
H: -0.91 -0.79 6.00
C: 3.64 2.23 -4.36
C: 4.31 1.29 -3.38
O: 4.04 1.66 -2.02
C: 2.84 1.30 -1.55
O: 2.01 0.66 -2.17
O: 2.71 1.74 -0.31
C: 1.46 1.42 0.33
H: 3.94 3.26 -4.17
H: 3.94 1.97 -5.38
H: 2.55 2.15 -4.29
H: 5.39 1.34 -3.46
H: 3.99 0.26 -3.54
H: 1.28 0.35 0.28
H: 0.65 1.96 -0.15
H: 1.57 1.73 1.36
C: -1.19 0.04 -2.59
C: -0.74 0.43 -3.97
O: -1.84 0.47 -4.91
C: -2.61 1.55 -4.85
O: -2.45 2.52 -4.15
O: -3.61 1.40 -5.73
C: -4.53 2.50 -5.77
H: -1.71 -0.92 -2.61
H: -0.30 -0.06 -1.96
H: -1.84 0.80 -2.16
H: -0.06 -0.31 -4.40
H: -0.24 1.40 -3.97
H: -4.00 3.43 -5.95
H: -5.07 2.58 -4.83
H: -5.21 2.28 -6.58
C: -0.97 -6.25 -2.73
C: -1.35 -6.56 -4.16
O: -2.46 -5.74 -4.59
C: -2.15 -4.49 -4.94
O: -1.03 -4.03 -4.96
O: -3.27 -3.84 -5.24
C: -3.07 -2.47 -5.61
H: -1.82 -6.37 -2.07
H: -0.19 -6.94 -2.41
H: -0.58 -5.24 -2.64
H: -1.72 -7.58 -4.26
H: -0.52 -6.40 -4.84
H: -2.36 -2.39 -6.43
H: -2.70 -1.90 -4.76
H: -4.05 -2.10 -5.91

Here are the Löwdin charges for atoms 1 to 8, given in e: -0.136 -0.220 -0.423 -0.138 -0.294 -0.217 0.062 0.054

---

Record 5
ORCA calculation (wB97M-V/def2-TZVPD) on a 15-piece molecular cluster, C15H57F3N15O16 overall at a distorted geometry.

DFT total energy (Ha): -2930.86660
Frontier orbital gap (eV): 7.4
Charge: -1

CARTESIAN COORDINATES (ANGSTROEM)
C: 1.22 0.17 -0.89
O: 1.86 0.27 0.41
O: 2.11 0.36 -1.83
C: 0.47 -1.21 -0.79
F: 0.56 -1.81 -2.03
F: 1.00 -2.17 0.01
F: -0.87 -1.14 -0.58
C: 1.16 1.04 1.35
C: 1.69 0.93 2.76
H: 2.77 1.10 2.87
H: 1.21 1.69 3.39
H: 1.66 -0.08 3.18
H: 0.10 0.77 1.42
H: 1.19 2.10 1.07
H: 0.44 0.96 -0.98
C: -0.76 4.16 -0.94
O: -1.71 3.54 -0.44
N: 0.20 4.74 -0.21
N: -0.59 4.16 -2.28
H: 0.33 4.68 0.80
H: 0.91 5.33 -0.61
H: 0.15 4.74 -2.65
H: -1.24 3.73 -2.90
C: 5.06 -2.17 4.10
O: 5.55 -3.05 3.40
N: 3.75 -2.13 4.52
N: 5.83 -1.16 4.61
H: 3.44 -1.23 4.84
H: 3.11 -2.75 4.05
H: 6.79 -1.28 4.35
H: 5.60 -0.37 5.18
C: 5.40 -0.62 0.33
O: 6.57 -1.01 0.37
N: 4.34 -1.44 0.65
N: 5.04 0.68 0.10
H: 4.68 -2.28 1.11
H: 3.44 -1.06 0.41
H: 5.77 1.23 -0.33
H: 4.12 0.87 -0.27
C: -1.82 1.09 -4.07
O: -1.12 1.28 -5.07
N: -1.37 1.41 -2.80
N: -3.10 0.67 -4.04
H: -1.61 0.77 -2.06
H: -0.42 1.74 -2.78
H: -3.46 0.25 -4.88
H: -3.55 0.51 -3.14
C: -1.31 -2.43 3.09
O: -1.04 -3.61 3.33
N: -2.23 -1.74 3.81
N: -0.68 -1.71 2.11
H: -2.62 -0.82 3.57
H: -2.70 -2.25 4.53
H: -1.22 -1.01 1.65
H: 0.09 -2.19 1.69
C: 4.07 -3.72 -2.68
O: 5.00 -4.02 -3.43
N: 3.82 -4.39 -1.53
N: 3.24 -2.64 -2.90
H: 3.00 -4.26 -0.97
H: 4.50 -5.11 -1.38
H: 3.29 -2.19 -3.79
H: 2.86 -2.16 -2.10
C: -2.61 1.97 2.98
O: -2.91 1.02 3.70
N: -2.39 1.85 1.64
N: -2.59 3.27 3.47
H: -1.94 2.60 1.12
H: -2.30 0.88 1.38
H: -2.85 3.29 4.44
H: -1.87 3.86 3.09
C: -7.28 -0.29 -1.71
C: -6.33 -0.89 -0.67
C: -4.94 -0.24 -0.62
O: -4.19 -0.51 -1.80
C: -3.86 -1.88 -1.98
N: -6.87 -0.99 0.67
H: -6.77 0.00 -2.63
H: -7.56 0.68 -1.27
H: -8.16 -0.92 -1.81
H: -6.14 -1.93 -0.97
H: -4.35 -0.50 0.26
H: -4.97 0.85 -0.53
H: -4.60 -2.41 -2.59
H: -3.57 -2.34 -1.04
H: -2.98 -1.99 -2.62
H: -7.71 -1.56 0.72
H: -7.01 -0.08 1.10
O: 1.76 1.35 -4.61
H: 0.84 1.59 -4.81
H: 1.72 0.95 -3.72
O: -0.67 -1.58 -5.02
H: -0.01 -1.21 -4.43
H: -0.95 -0.83 -5.56
O: -0.26 -4.38 -3.50
H: 0.13 -3.56 -3.20
H: -0.80 -4.11 -4.25
O: 3.19 0.46 5.82
H: 2.27 0.74 5.91
H: 3.51 0.34 6.72
O: 0.76 4.26 2.54
H: 1.43 4.96 2.61
H: 0.64 3.96 3.45
O: 3.46 3.13 -2.06
H: 2.96 3.94 -2.19
H: 2.81 2.49 -1.72

Here are the Löwdin charges for atoms 1 to 8, given in e: -0.490 -0.130 -0.132 -0.464 0.068 0.107 0.109 -0.280

---

Record 6
ORCA calculation (wB97M-V/def2-TZVPD) on one molecule with the formula C24H31NO3.

DFT total energy (Ha): -1213.62779
Frontier orbital gap (eV): 9.3
Energy relative to the best compared isomer or geometry (same formula, charge and spin) (kJ/mol): 0.0
SMILES: CCCCCOc1ccc(C(=O)NCC2(c3ccccc3)CCOCC2)cc1

CARTESIAN COORDINATES (ANGSTROEM)
C: -7.70 -0.38 -1.94
C: -6.81 -0.47 -0.71
C: -6.96 0.77 0.17
C: -6.13 0.70 1.46
C: -4.62 0.76 1.22
O: -4.17 -0.51 0.80
C: -2.87 -0.70 0.51
C: -1.88 0.28 0.61
C: -0.57 -0.02 0.28
C: -0.22 -1.29 -0.16
C: -1.21 -2.27 -0.24
C: -2.51 -1.98 0.08
H: -3.28 -2.73 0.02
H: -0.92 -3.26 -0.56
C: 1.18 -1.68 -0.51
O: 1.59 -2.82 -0.39
N: 1.95 -0.67 -1.00
H: 1.58 0.26 -1.05
C: 3.36 -0.82 -1.22
H: 3.55 -1.90 -1.26
H: 3.62 -0.38 -2.18
C: 4.20 -0.15 -0.10
C: 3.74 1.30 -0.04
C: 4.10 2.18 -1.06
C: 3.66 3.49 -1.06
C: 2.84 3.95 -0.04
C: 2.47 3.09 0.97
C: 2.92 1.78 0.97
H: 2.61 1.13 1.78
H: 1.83 3.44 1.77
H: 2.49 4.98 -0.04
H: 3.95 4.15 -1.86
H: 4.72 1.84 -1.87
C: 3.98 -0.88 1.24
H: 2.92 -1.02 1.44
C: 4.65 -2.26 1.27
H: 4.57 -2.69 2.27
O: 6.03 -2.19 0.99
C: 6.25 -1.65 -0.29
C: 5.70 -0.23 -0.43
H: 5.90 0.11 -1.44
H: 6.24 0.42 0.27
H: 7.34 -1.64 -0.42
H: 5.81 -2.30 -1.06
H: 4.14 -2.94 0.56
H: 4.42 -0.28 2.04
H: 0.18 0.76 0.40
H: -2.11 1.27 0.96
H: -4.11 1.04 2.16
H: -4.39 1.52 0.46
H: -6.40 1.54 2.10
H: -6.35 -0.22 1.99
H: -8.01 0.88 0.45
H: -6.67 1.66 -0.39
H: -7.07 -1.35 -0.13
H: -5.77 -0.57 -1.03
H: -7.59 -1.27 -2.56
H: -8.75 -0.30 -1.65
H: -7.45 0.49 -2.54

Here are the Löwdin charges for atoms 1 to 8, given in e: -0.115 -0.270 -0.223 -0.173 -0.205 -0.054 -0.261 -0.008

---

Record 7
ORCA calculation (wB97M-V/def2-TZVPD) on one molecule with the formula C2HClN2 at a distorted geometry.

DFT total energy (Ha): -646.42317
Frontier orbital gap (eV): 9.3
Energy relative to the best compared isomer or geometry (same formula, charge and spin) (kJ/mol): 156.1
SMILES: [H]/N=C(\Cl)C#N

CARTESIAN COORDINATES (ANGSTROEM)
C: -1.20 -0.47 0.11
C: 0.03 0.21 -0.05
N: -2.26 -0.88 0.17
N: 1.24 -0.66 -0.33
Cl: 0.14 1.85 0.37
H: 2.05 -0.04 -0.27

Quick look at the Löwdin charges, all values in e: -0.283 -0.731 0.191 0.097 0.723 0.003

---

Record 8
ORCA calculation (wB97M-V/def2-TZVPD) on CH3IN4 as an isolated structure at a distorted geometry.

DFT total energy (Ha): -556.54024
Frontier orbital gap (eV): 10.1
Energy relative to the best compared isomer or geometry (same formula, charge and spin) (kJ/mol): 100.0

CARTESIAN COORDINATES (ANGSTROEM)
C: 0.73 0.29 -0.29
N: 0.70 -0.45 0.83
N: 0.19 -1.58 0.50
N: 0.24 -0.37 -1.32
N: -0.08 -1.53 -0.78
I: 1.49 2.20 -0.41
H: -1.05 2.00 1.46
H: -1.77 1.75 1.30
H: -0.46 -2.30 -1.31

Here are the Löwdin charges for atoms 1 to 8, given in e: -0.975 -0.020 -0.001 0.033 -0.058 0.837 -0.013 0.035

---

Record 9
ORCA calculation (wB97M-V/def2-TZVPD) on C3H2FO2Pb as an isolated structure at a distorted geometry.

DFT total energy (Ha): -558.55878
Frontier orbital gap (spin up / spin down) (eV): 6.1 / 8.7
Energy relative to the best compared isomer or geometry (same formula, charge and spin) (kJ/mol): 0.0
Expectation value of S²: 0.753
Multiplicity: 2

CARTESIAN COORDINATES (ANGSTROEM)
C: -1.12 0.55 0.10
O: 0.32 -1.24 -0.15
C: 1.23 -0.22 -0.07
C: -0.97 -0.76 -0.06
O: 2.28 -0.52 0.52
Pb: 3.06 1.26 -0.49
H: -0.64 1.22 0.82
H: -1.73 -1.42 -0.46
F: -2.43 1.12 -0.21

Here are the Löwdin charges for atoms 1 to 8, given in e: -0.065 -0.024 -0.580 -0.108 -0.319 0.936 0.116 0.136

---

Record 10
ORCA calculation (wB97M-V/def2-TZVPD) on a 12-piece molecular cluster, C5H34N2O12 overall at a distorted geometry.

DFT total energy (Ha): -1223.34086
Frontier orbital gap (eV): 9.2
Energy relative to the best compared isomer or geometry (same formula, charge and spin) (kJ/mol): 110.6
SMILES: CCCNC(=O)CN.O.O.O.O.O.O.O.O.O.O.O

CARTESIAN COORDINATES (ANGSTROEM)
N: -1.59 -0.76 2.02
C: -1.08 -1.26 0.77
C: 0.10 -0.44 0.25
N: 0.56 -0.66 -0.98
C: 0.13 -1.74 -1.85
C: -1.09 -1.38 -2.73
C: -0.84 -0.09 -3.49
O: 0.68 0.38 0.98
H: -0.98 -1.11 2.75
H: -1.87 0.20 2.04
H: -1.88 -1.17 0.06
H: -0.76 -2.27 0.93
H: 1.38 -0.11 -1.22
H: -0.09 -2.55 -1.16
H: 0.82 -2.23 -2.53
H: -1.20 -2.22 -3.40
H: -2.01 -1.29 -2.15
H: -0.84 0.81 -2.88
H: 0.15 -0.13 -3.96
H: -1.49 0.06 -4.36
H: 1.30 -0.07 2.58
H: 2.46 0.16 3.58
O: 1.77 -0.47 3.35
H: -0.60 4.01 0.17
H: -1.14 2.77 0.87
O: -1.31 3.72 0.76
H: 0.06 3.03 -2.02
H: -0.82 4.28 -2.13
O: -0.88 3.33 -1.94
H: 2.91 -0.79 0.80
H: 4.38 -1.11 0.29
O: 3.71 -0.43 0.38
H: 3.24 1.29 -0.10
H: 1.92 1.56 0.59
O: 2.64 2.02 0.12
H: -3.01 1.56 -0.14
H: -1.56 1.64 -0.74
O: -2.14 1.13 -0.17
H: -2.79 3.59 -1.28
H: -3.19 3.88 0.12
O: -3.56 3.51 -0.69
H: -0.91 -4.32 0.96
H: -0.12 -4.85 2.17
O: -0.43 -5.08 1.29
H: 2.18 -3.66 1.40
H: 1.44 -2.59 2.18
O: 1.59 -2.91 1.28
H: 2.07 2.55 -1.30
H: 2.12 3.57 -2.47
O: 1.70 2.75 -2.21
H: 0.18 -1.50 4.56
H: -1.11 -2.29 4.50
O: -0.20 -2.30 4.16

Here are the Löwdin charges for atoms 1 to 8, given in e: 0.040 -0.199 -0.445 0.115 -0.174 -0.228 -0.099 -0.036